C5H8N2O in the gas phase in a non-equilibrium geometry, computed with ωB97M-V with the def2-TZVPD basis set.

ORCA input file:
```
! wB97M-V def2-TZVPD RIJCOSX def2/J DEFGRID3
* xyz 0 1
C 0.9417 -0.9499 0.7987
C 1.8322 -1.6750 -0.1248
C -1.4858 1.0278 -1.0630
C 0.4501 0.4096 0.4424
C -1.0368 0.4788 0.2622
O 2.2892 -1.1541 1.0806
N 1.2693 1.3569 0.2919
N -1.7642 0.0755 1.2094
H 0.2284 -1.5224 1.3922
H 0.8654 2.2618 0.0673
H -2.7668 0.1598 1.0504
H 1.7621 -2.7559 -0.1855
H 2.1812 -1.1739 -1.0220
H -2.5681 1.1558 -1.0887
H -1.1971 0.3255 -1.8439
H -1.0010 1.9798 -1.2672
*
```

Total energy ... -379.9974 hartree
Lowest unoccupied orbital energy ... 0.8 eV
HOMO ... -9.708 eV
Largest force on an atom ... 1.2 eV/A
SMILES ... [H]/N=C(C)/C(=N\[H])[C@H]1CO1
HOMO-LUMO gap ... 10.5 eV
Energy relative to the best compared isomer or geometry (same formula, charge and spin) ... 56.9 kcal/mol

For each atom in turn, the Mulliken charge in e is: 0.12, -0.49, -1.12, 0.09, 0.59, -0.41, -0.62, -0.68, 0.46, 0.27, 0.25, 0.28, 0.27, 0.37, 0.30, 0.32